Here is a molecular structure, C6H11NO from OMol25. Energies are from ωB97M-V with the def2-TZVPD basis set.

For the energy above the lowest of the compared OMol25 structures with the same formula, charge and spin, the calculation gives 325.49 kJ/mol. As for the HOMO energy: -9.1 eV.

Last column: Mulliken charge in e.
Element x y z (Å)
O 1.483 -0.704 -0.943  -0.486
N -0.781 -1.614 -0.002  -0.723
C 0.455 0.398 -1.073  -0.266
C 0.962 1.401 -0.049  -0.646
C 1.520 -0.765 0.553  -0.945
C -0.554 -0.145 0.014  1.114
C 0.530 0.334 0.968  -0.168
C -1.936 0.511 -0.113  -1.592
H -1.555 -1.857 -0.542  0.189
H -1.917 1.576 -0.406  0.342
H 0.310 0.834 -2.132  0.331
H 0.211 0.618 1.979  0.437
H -2.502 -0.174 -0.629  0.465
H -2.463 0.317 0.890  0.317
H 0.530 2.418 0.107  0.293
H -0.124 -2.222 -0.361  0.247
H 2.571 -0.607 0.896  0.341
H 2.055 1.394 -0.059  0.332
H 1.205 -1.713 0.903  0.420